1.
{"formula": "C9H20F7N2O4P2", "method": "ωB97M-V/def2-TZVPD", "gap_ev": 8.8, "charge": -1, "total_energy_ha": -2147.10085, "species": ["C", "O", "C", "C", "N", "C", "C", "O", "F", "C", "C", "C", "C", "P", "N", "O", "O", "H", "H", "H", "H", "H", "H", "H", "H", "H", "H", "H", "H", "H", "H", "H", "H", "H", "H", "H", "H", "F", "P", "F", "F", "F", "F", "F"], "positions_angstrom": [[2.75597, -3.41740, 0.52590], [1.37269, -3.38412, 0.03967], [0.87721, -1.96999, -0.08536], [-0.77972, -2.17379, -0.24426], [-1.49988, -0.90505, -0.63780], [-2.92068, -1.03722, -0.10382], [-3.69856, 0.43446, 0.03377], [-4.23453, 0.98171, -1.06096], [-3.80185, 1.05606, 1.40328], [1.41053, -1.42129, -1.48863], [2.08495, 0.03886, -1.62583], [1.17560, 1.31964, -1.11794], [3.67617, 0.12936, -1.11346], [1.11972, -0.98180, 1.49878], [0.68317, -1.97020, 2.75212], [0.00659, 0.39148, 1.69979], [2.75750, -0.50564, 1.88078], [3.29845, -4.38772, 0.13386], [2.73655, -3.50768, 1.71514], [3.39880, -2.46990, 0.28777], [-0.89745, -2.92619, -1.16334], [-1.15379, -2.67766, 0.74310], [-1.62090, -0.82635, -1.68903], [-2.98573, -1.51851, 0.96925], [-3.54379, -1.75994, -0.81765], [2.19875, -2.20691, -1.92455], [0.51043, -1.46175, -2.27373], [2.18887, 0.22745, -2.80440], [1.54178, 1.58750, -0.03921], [0.02063, 1.16967, -1.22842], [1.50678, 2.23565, -1.80829], [3.79214, 0.78466, -0.13371], [4.30175, 0.71564, -1.94471], [4.18526, -0.92883, -1.03532], [0.39897, -2.90583, 2.39686], [-0.86806, 0.01428, 2.06008], [2.64734, 0.38997, 2.35333], [-3.53698, 5.02494, 2.06648], [-3.23415, 4.83804, 0.54944], [-1.79042, 4.40967, 0.94766], [-2.73027, 6.31226, 0.52578], [-3.61342, 5.39167, -0.85684], [-4.72983, 4.44138, 0.73417], [-3.00662, 3.44945, -0.11975]], "forces_ev_per_angstrom": [[1.06, -0.79, 1.61], [0.83, 2.51, 0.70], [-1.08, -0.88, -2.47], [1.06, -1.06, -1.09], [-1.66, -1.14, 0.63], [-1.23, 0.10, 0.96], [-2.71, 2.89, -5.49], [3.67, -3.69, 8.38], [0.41, -2.22, -4.31], [0.48, -0.06, -1.64], [0.50, 0.78, -1.45], [1.42, 0.32, -0.52], [0.09, 0.86, -0.64], [-2.05, -1.33, 5.66], [0.49, 0.89, -2.94], [1.73, -2.45, -0.60], [-3.60, 2.07, -0.60], [-1.28, 2.02, 0.48], [0.02, 0.30, -2.51], [-1.38, -1.73, 0.10], [0.52, 1.11, 2.21], [0.49, 1.24, -1.97], [0.48, -0.27, 1.82], [0.57, 1.02, -2.12], [0.87, 1.94, 1.52], [-1.70, 1.63, 1.14], [1.88, 0.14, 1.77], [-0.37, -0.76, 2.49], [-1.24, -0.41, -1.89], [2.36, 0.21, 0.52], [-0.82, -1.93, 1.59], [-0.27, -1.76, -1.92], [-1.43, -1.26, 1.73], [-1.12, 2.12, 0.11], [0.38, 0.84, 0.27], [2.14, 0.41, -0.63], [0.38, -1.71, -0.90], [2.11, 0.88, 5.37], [-0.16, -0.01, 0.04], [5.19, 1.50, 2.30], [2.08, 4.57, 2.99], [-1.83, -1.14, -5.41], [-5.06, -1.22, -2.51], [-2.22, -4.53, -2.77]]}

2.
{"formula": "C9H20NO2S", "method": "ωB97M-V/def2-TZVPD", "relative_energy_kcal_mol": 32.7, "gap_ev": 8.8, "charge": 1, "total_energy_ha": -957.99437, "species": ["C", "C", "C", "C", "C", "C", "C", "C", "C", "N", "O", "O", "S", "H", "H", "H", "H", "H", "H", "H", "H", "H", "H", "H", "H", "H", "H", "H", "H", "H", "H", "H", "H"], "positions_angstrom": [[0.68541, 1.55100, 0.78098], [-1.67646, 0.90929, -1.37064], [-2.62838, 0.22552, 0.85861], [-1.83008, 2.57093, 0.54169], [2.80581, -1.71603, -1.01213], [2.59526, -1.84107, 1.52192], [0.52457, -2.14090, 0.08430], [-1.56747, 1.11518, 0.19852], [1.88954, -1.90729, 0.23082], [-0.24412, 0.70299, 0.58696], [5.04266, 0.74224, -1.72928], [3.82196, 1.43754, 0.26980], [5.05319, 1.40390, -0.46850], [1.61484, 1.19252, 1.11764], [0.62922, 2.68875, 0.72796], [-1.77192, -0.18335, -1.47495], [-2.68015, 1.32481, -1.69710], [-0.91008, 1.23497, -2.04412], [-2.62812, 0.23567, 1.88423], [-2.42549, -0.93776, 0.57485], [-3.59634, 0.69512, 0.56647], [-1.26626, 3.20392, -0.18988], [-2.88970, 2.94884, 0.39605], [-1.52290, 2.87551, 1.63642], [3.72474, -2.28098, -0.84574], [2.43466, -2.07852, -2.00040], [3.35227, -0.76486, -1.31151], [3.10439, -2.86830, 1.66171], [1.99980, -1.65011, 2.36438], [3.39636, -1.15427, 1.53882], [0.12734, -0.27485, 0.31842], [0.27847, -2.50708, -0.95438], [0.17699, -2.67939, 0.96036]], "forces_ev_per_angstrom": [[-0.14, 1.63, 0.68], [-2.36, -1.05, 1.00], [0.31, -2.08, -2.95], [0.30, 2.22, 0.90], [0.78, 0.08, -0.85], [1.07, -2.55, -0.30], [3.30, -1.47, -0.83], [-1.79, 0.29, -1.43], [-0.96, 1.19, -2.54], [1.50, 0.81, -0.99], [0.10, -0.03, -0.18], [0.01, 0.05, 0.07], [0.01, 0.13, 0.14], [1.29, -0.65, -0.18], [-0.59, -1.82, 0.16], [0.09, 0.29, -0.36], [1.25, -0.37, 0.34], [0.68, 0.63, 0.16], [0.38, 0.33, 2.65], [-1.02, 2.81, 0.31], [0.48, -1.16, -0.15], [-0.21, -0.24, 0.81], [1.08, -1.11, 0.22], [-0.56, -0.68, -2.06], [-0.11, -0.62, 0.26], [-0.32, 0.09, 1.03], [-1.50, -0.37, 1.09], [-0.76, 1.39, -0.06], [-1.10, 0.03, 1.10], [0.94, 0.93, -0.25], [-0.77, 0.12, 0.95], [-0.37, 0.74, 1.30], [-1.02, 0.41, -0.02]]}

3.
{"formula": "C9H20OSi", "method": "ωB97M-V/def2-TZVPD", "relative_energy_kcal_mol": 134.2, "gap_ev": [7.6, 7.5], "total_energy_ha": -719.45106, "species": ["C", "C", "C", "C", "C", "C", "C", "C", "C", "O", "Si", "H", "H", "H", "H", "H", "H", "H", "H", "H", "H", "H", "H", "H", "H", "H", "H", "H", "H", "H", "H"], "positions_angstrom": [[-0.56746, 2.91096, -1.70051], [0.32975, 1.98629, -1.53932], [-2.58937, -0.94579, -0.92281], [1.75823, 0.73574, 2.25194], [-0.01837, -3.29126, 0.70901], [1.63647, 2.02583, -2.19743], [-2.14612, -0.28875, 0.35485], [0.30395, 0.12882, 2.18300], [0.42454, -2.04904, -0.01640], [2.74179, 1.63660, -1.39065], [-0.22253, -0.36551, 0.48878], [-1.37878, 3.10666, -1.02087], [-0.31512, 3.62560, -2.50444], [-2.59573, -1.95560, -1.01950], [-3.64843, -0.69890, -1.05202], [-2.07427, -0.51588, -1.77856], [1.56289, 1.79452, 2.14438], [2.29998, 0.52558, 3.14660], [2.23487, 0.39250, 1.36359], [-0.97014, -3.65376, 0.74543], [0.54294, -4.15579, 0.37776], [0.24421, -3.16061, 1.77852], [1.60896, 1.51974, -3.24575], [1.86422, 3.12428, -2.52762], [-2.52841, -0.93347, 1.10277], [-2.48838, 0.66964, 0.24784], [-0.27992, 0.87236, 2.63883], [0.25756, -0.64363, 2.94441], [0.05713, -2.02467, -1.09418], [1.45291, -2.07031, 0.00100], [2.50265, 1.69786, -0.46866]], "forces_ev_per_angstrom": [[-0.16, 1.03, -0.26], [0.26, -2.26, 2.15], [-1.20, 2.94, -1.22], [-2.01, 0.09, -0.91], [2.60, 0.22, 1.85], [1.20, 1.37, -2.58], [2.94, -2.69, -1.25], [2.04, 0.11, 0.98], [-2.97, 0.87, -2.16], [0.04, -0.60, -1.00], [-1.37, 1.19, -0.40], [-0.56, -0.22, -0.33], [-0.52, 0.18, 0.53], [0.63, -3.21, 0.19], [-0.04, 0.12, -0.23], [0.06, 0.00, -0.26], [0.63, 0.39, 0.02], [0.34, -0.22, 0.49], [1.21, -0.16, -0.41], [-3.13, -0.13, -0.47], [0.45, -0.10, -0.20], [0.03, -0.21, -0.34], [0.41, 0.00, 2.02], [-0.56, -1.46, 0.64], [-0.61, 0.15, 1.57], [-0.88, 2.51, 0.84], [-1.44, 1.08, 0.17], [-0.18, -0.87, -0.33], [0.77, -0.46, 0.92], [2.45, 0.25, -0.34], [-0.45, 0.11, 0.32]]}